8 unconnected molecules or ions with the total composition H18NO7 in a non-equilibrium geometry, computed with ωB97M-V/def2-TZVPD.

Summary:
Charge = +1
HOMO level = -14.73 eV
Energy above the lowest of the compared OMol25 structures with the same formula, charge and spin = 379.4 kJ/mol

Atoms and positions in Å:
O 2.30823 1.88696 -0.62504
O 1.06023 -2.50104 -0.03704
O -2.16777 -2.21704 -2.18404
O 0.12323 0.17896 -2.65504
O -0.58877 -0.78804 2.98096
O 2.04323 0.01296 2.25996
O -2.21577 2.75796 0.62796
N -0.61877 0.17796 0.23196
H -0.92977 -0.30104 -0.50204
H -3.00277 2.88696 0.17796
H -0.80177 -0.37604 3.74696
H 2.38623 2.42496 -1.41004
H 0.25523 -0.29104 2.82196
H -2.33877 -2.89704 -1.50304
H 0.52523 -0.60204 -2.92104
H -1.29677 0.33396 1.01796
H 2.01723 0.94496 2.47696
H 0.25723 -0.33204 0.70796
H 1.05023 -2.65904 -0.97804
H 0.99523 -3.28304 0.37796
H 2.86223 1.25996 -0.62404
H -0.37677 1.23596 0.00296
H 2.58323 -0.21204 1.52896
H -2.94177 -2.07104 -2.67804
H -1.83477 3.51296 0.32796
H 0.64723 0.91596 -3.17104

Atomic forces in eV per Å
O -7.2 7.4 0.6
O 0.3 4.9 -2.0
O 2.0 -0.5 1.8
O 0.5 4.6 -0.6
O 2.2 -0.4 -3.8
O -1.7 -0.3 1.3
O 0.5 -3.3 1.9
N 4.0 4.8 6.3
H -1.8 -2.5 -4.1
H -3.2 -0.5 -1.1
H -1.9 1.5 4.1
H 0.3 0.0 -0.2
H -0.4 -1.3 -0.2
H -0.2 0.5 -0.8
H 1.1 -2.4 -0.9
H 0.3 -0.9 -0.9
H 0.7 0.3 -0.5
H -2.2 1.3 -1.5
H 0.0 -0.3 -0.3
H -0.3 -4.4 2.3
H 6.8 -7.3 -0.4
H -0.3 -2.9 0.0
H 1.0 0.2 -1.0
H -1.6 0.1 -0.8
H 2.8 3.7 -0.8
H -1.6 -2.2 1.5

---

8 unconnected molecules or ions with the total composition H18NO7 in a non-equilibrium geometry, computed with ωB97M-V/def2-TZVPD.

Summary:
Charge = +1
HOMO level = -14.97 eV
Energy above the lowest of the compared OMol25 structures with the same formula, charge and spin = 462.4 kJ/mol

Atoms and positions in Å:
O 10.52100 26.45300 14.06100
O 15.41100 24.43000 11.46600
O 14.14700 22.41400 14.83800
O 12.96300 26.25300 17.09700
O 16.00700 25.10800 16.96700
O 16.36700 27.43900 12.49100
O 12.22200 25.46800 11.27100
N 14.24400 25.65400 14.13200
H 14.65600 24.94300 14.63600
H 16.09600 23.72600 11.25000
H 14.95300 24.49500 10.58900
H 10.23500 25.73800 13.44800
H 14.07900 25.68400 13.24100
H 12.07300 26.09700 16.88200
H 16.11400 26.09300 17.03700
H 14.79000 22.21000 14.28300
H 16.67500 27.57200 13.27700
H 15.32800 25.03300 17.61800
H 13.34700 25.80600 14.47800
H 14.18800 22.10600 15.68300
H 13.21900 25.60300 17.69400
H 16.81300 26.66700 12.24300
H 11.74600 26.07500 11.60300
H 10.17500 26.23600 14.94500
H 14.78500 26.42700 14.41700
H 11.71100 24.61600 11.15700

Atomic forces in eV per Å
O 0.1 -0.8 -0.2
O 0.8 -1.4 -1.6
O -5.5 3.8 0.0
O 1.3 2.0 -1.6
O 0.4 2.0 -0.7
O -3.9 -0.1 -6.1
O 5.3 -8.6 -3.8
N 0.3 1.9 5.1
H 1.0 -3.3 0.5
H -1.1 1.3 0.6
H 0.3 0.2 1.2
H 0.0 0.7 0.9
H 0.1 -0.9 -7.5
H -1.9 -0.3 -0.2
H 0.4 -1.2 -0.3
H 4.7 -2.0 -3.2
H 3.0 2.0 7.5
H -0.8 -0.8 0.9
H -2.3 0.3 1.6
H 0.8 -1.7 3.2
H 0.4 -1.8 1.7
H 0.9 -1.9 -1.3
H -5.9 6.9 3.6
H -0.1 0.0 -0.7
H 0.7 1.7 0.0
H 0.7 1.8 0.3

---

A molecular structure, H18O29PbS5Zn3 in a non-equilibrium geometry, computed with ωB97M-V/def2-TZVPD.

Summary:
Charge = -3
2S+1 = 2
⟨S²⟩ = 0.753
HOMO level (alpha / beta) = 1.05 / 0.49 eV

Atoms and positions in Å:
Pb 4.04633 -1.02208 -0.40081
Zn -0.06000 -2.72773 0.48498
Zn 0.09437 1.47741 2.89442
Zn -2.20059 1.03958 -1.57755
S -1.70125 0.83916 -4.99793
S -0.24711 -1.72437 3.53622
S 2.66658 -4.29649 -0.49943
S 0.72775 0.40934 -0.17297
S -2.98688 1.03974 1.64885
O -2.36974 1.92600 -5.76323
O 0.56862 -0.93622 0.41013
O -0.19504 -2.60090 -1.69557
O 1.65629 -3.47665 0.07849
O -2.24102 -0.41257 -5.46264
O -4.06308 1.96450 1.94471
O 2.00921 0.49217 -0.90080
O -1.59499 3.06917 -1.51028
O -2.64763 -1.02474 -1.83621
O -2.16376 -2.12195 0.68358
O 0.37518 -2.34133 4.69851
O 3.77079 -3.41388 -0.91100
O 0.09351 -2.49395 2.36180
O 2.92133 -1.05540 1.84577
O 0.82354 1.28766 0.98688
O 1.99433 1.90224 3.55653
O 2.77812 3.46053 -0.52205
O -0.41084 0.68429 -0.98661
O 3.10217 -5.25227 0.46616
O -0.25788 3.58691 2.43352
O -1.74711 1.34481 2.36519
O -3.40615 -0.26194 2.17808
O 1.39938 1.53504 -3.19512
O 0.21126 -0.37484 3.41726
O -1.70632 -1.74937 3.66819
O -0.31977 0.88420 -5.32445
O 2.08460 -5.06546 -1.67562
O -2.76387 0.96003 0.21337
O -1.86145 0.96009 -3.54885
H -2.51624 -1.49360 -1.01211
H 2.29005 2.72739 -0.14720
H -0.82417 3.37262 -1.98985
H 2.03278 -0.74363 1.67398
H -2.42271 -1.66247 -2.51365
H 2.40138 1.31099 4.18975
H -2.49529 -2.94962 1.03185
H -0.33644 4.21024 3.15568
H 2.94350 -1.20859 2.79037
H 1.60634 1.00443 -2.42579
H -0.29526 -3.38317 -2.23800
H 2.72498 2.39804 3.18700
H 3.09432 3.13286 -1.36401
H -0.37235 -1.87214 -2.29029
H -1.86078 3.82196 -0.98218
H -0.59914 4.05687 1.67265
H -2.56550 -1.45115 1.23573
H 0.81564 2.21827 -2.86545

Atomic forces in eV per Å
Pb 0.1 -1.4 -0.2
Zn 0.2 0.1 -0.3
Zn -1.0 -1.3 -1.7
Zn -0.1 -0.6 -2.3
S -0.6 1.2 -4.9
S -4.8 -4.2 3.6
S -0.4 -5.3 -3.7
S 0.4 -2.4 1.3
S -3.3 -2.0 3.1
O -0.8 0.7 1.3
O 0.8 1.5 -0.6
O -0.5 -0.4 0.0
O -3.1 2.8 1.8
O -1.6 -2.7 0.4
O 0.3 1.7 -0.2
O -0.2 0.3 0.3
O -0.1 0.8 0.2
O -0.5 0.0 -0.1
O 0.8 -2.0 -2.0
O 1.1 0.2 0.4
O 1.7 1.9 -0.5
O 1.5 -1.6 -1.6
O 0.8 0.4 -0.1
O 0.5 2.2 0.9
O 0.3 0.4 0.7
O 0.2 0.7 0.3
O 0.6 0.5 -1.1
O 1.3 -1.1 1.7
O 0.7 0.6 0.6
O 1.2 1.6 0.2
O 0.1 -0.8 -1.3
O 0.7 0.8 -0.7
O 2.7 4.6 -0.4
O 0.5 0.3 0.0
O 3.3 0.2 0.1
O 0.8 1.8 1.0
O 0.2 0.2 -1.4
O -1.0 0.9 4.1
H 0.0 -0.3 1.0
H -0.3 -0.5 0.1
H 0.2 -0.3 -0.5
H -1.1 -0.2 -0.2
H -0.1 0.4 -0.7
H -0.2 -0.6 0.2
H -0.4 -0.1 0.4
H -0.1 0.1 0.3
H 0.1 -0.4 0.2
H 0.1 -0.2 0.2
H 0.5 -0.5 -0.1
H 0.0 0.2 -0.6
H -0.1 -0.3 -0.3
H 0.1 0.7 -0.1
H -0.4 0.0 0.2
H -0.2 -0.4 -0.5
H -0.7 1.7 1.8
H -0.3 -0.1 -0.2

---

9 unconnected molecules or ions with the total composition H18O9 in a non-equilibrium geometry, computed with ωB97M-V/def2-TZVPD.

Summary:
SMILES = O.O.O.O.O.O.O.O.O
HOMO level = -10.31 eV
Energy above the lowest of the compared OMol25 structures with the same formula, charge and spin = 227.1 kJ/mol

Atoms and positions in Å:
O 0.98674 -0.39426 -1.91278
O 0.71174 -0.67326 2.24322
O 2.76074 0.55874 -0.16878
O -2.10826 0.41674 -3.53478
O 0.94774 2.66174 1.67022
O 0.50374 -2.56126 -0.26478
O -2.35926 -0.88226 -1.17778
O -0.51926 0.71974 0.25722
O 0.36374 1.25674 4.29222
H 0.36174 1.15074 3.32322
H -0.41826 0.79374 4.61022
H 0.23774 2.13174 1.36822
H 1.36374 2.78774 0.82022
H 0.26274 -1.42526 1.85722
H -2.47426 -0.22226 -4.20178
H 0.41674 -3.26626 -0.91578
H -1.32626 0.45574 -0.19378
H 0.34174 0.16374 -1.56078
H 2.61874 1.49274 -0.08778
H -3.00026 -1.10926 -0.49678
H 0.72974 -0.34026 -2.84478
H 0.85274 -1.83126 -0.76778
H 2.06474 0.21174 -0.74778
H -2.19426 -0.00026 -2.67378
H -2.13526 -1.75226 -1.53578
H -0.42326 0.10474 1.00722
H 1.43374 -0.44826 1.63622

Atomic forces in eV per Å
O 0.8 -1.2 -2.0
O -0.2 0.3 -0.1
O 0.2 -0.9 0.4
O -0.1 -0.6 -1.6
O 1.0 0.8 0.3
O -0.5 -0.8 0.5
O -0.3 -0.7 0.2
O -0.2 0.2 -0.2
O -0.2 0.2 -0.2
H 0.1 -0.1 0.8
H 0.1 0.0 -0.1
H -1.7 -1.0 -0.2
H 0.6 0.5 -0.2
H 0.3 -0.7 -0.2
H 0.5 1.0 1.1
H 0.1 -0.1 0.2
H -0.1 0.0 0.0
H -1.9 1.6 1.8
H -0.1 0.5 0.1
H -0.2 0.3 0.1
H 0.6 -0.3 -0.2
H 0.3 0.6 -0.5
H 0.5 0.4 -0.1
H -0.4 -0.1 0.1
H 0.4 0.1 0.1
H 0.3 0.2 0.0
H 0.2 -0.1 0.1

---

9 unconnected molecules or ions with the total composition H18O9 in a non-equilibrium geometry, computed with ωB97M-V/def2-TZVPD.

Summary:
SMILES = O.O.O.O.O.O.O.O.O
HOMO level = -9.92 eV
Energy above the lowest of the compared OMol25 structures with the same formula, charge and spin = 379.0 kJ/mol

Atoms and positions in Å:
O -2.65129 -0.66054 -1.11819
O 4.10574 1.40980 1.29517
O 2.08841 3.46915 -0.01017
O 0.09939 -1.34737 1.16001
O -5.60689 -0.79810 0.84644
O 4.24704 -3.19324 -0.89963
O 0.24341 -3.71240 -0.35607
O -1.84121 1.48832 -0.35762
O -0.50025 3.64788 -1.15947
H -1.10493 3.43232 -0.44053
H -4.80711 -0.49824 1.29300
H 3.29319 1.73588 1.69820
H -3.32622 -0.41392 -0.47582
H -0.17257 -0.43619 1.00257
H 3.83496 0.60456 0.83991
H 4.78364 -3.97768 -1.05994
H -2.04078 1.26640 0.55885
H 0.21251 3.00570 -1.06694
H 3.71723 -3.42509 -0.12857
H -2.03231 -1.19946 -0.61279
H 2.64739 4.17512 0.33356
H -6.31747 -0.55826 1.45187
H -0.65941 -4.03660 -0.44985
H 2.38070 2.68484 0.46776
H 0.38020 -3.67186 0.59716
H -1.58068 0.64788 -0.75103
H -0.68312 -1.76353 1.53879

Atomic forces in eV per Å
O -0.1 -1.3 0.0
O -0.3 0.0 0.0
O 0.1 -0.2 0.3
O -0.3 0.2 0.1
O 0.2 0.1 0.1
O 0.1 -0.1 0.2
O -0.2 -0.3 0.1
O 0.5 0.8 1.2
O 0.0 0.4 -0.1
H 0.1 -0.2 -0.4
H -0.2 0.0 0.1
H 0.2 -0.2 0.3
H -0.2 0.1 -0.3
H 0.2 0.1 0.0
H 0.1 -0.1 0.0
H 0.0 0.1 0.0
H 0.0 0.1 0.0
H -0.1 0.3 0.1
H 0.0 0.0 -0.1
H 0.0 -0.5 -0.2
H -0.1 0.0 -0.1
H 0.0 0.0 -0.1
H 0.1 -0.1 -0.1
H 0.2 0.2 -0.4
H 0.1 0.1 -0.2
H -0.3 0.2 -0.4
H 0.1 0.0 0.1

---

9 unconnected molecules or ions with the total composition H18O9 in a non-equilibrium geometry, computed with ωB97M-V/def2-TZVPD.

Summary:
SMILES = O.O.O.O.O.O.O.O.O
HOMO level = -10.86 eV
Energy above the lowest of the compared OMol25 structures with the same formula, charge and spin = 227.5 kJ/mol

Atoms and positions in Å:
O -2.22180 5.45471 5.37907
O -3.69501 6.63874 7.48418
O 0.46021 5.42783 5.79056
O -5.21356 4.47364 4.45693
O -2.48651 2.94544 6.40459
O -0.72566 8.88993 7.57245
O -0.04444 2.47416 7.17259
O -3.50292 2.73234 3.48095
O -0.36754 3.64569 3.67785
H -3.01976 2.72143 5.64191
H -4.43025 3.97903 4.21607
H -0.12799 2.79694 8.06985
H -2.55515 2.72851 3.34707
H -4.25597 5.91263 7.75677
H -3.10272 2.94396 7.13706
H -1.25004 8.36628 6.96660
H -2.14954 4.51687 5.55641
H -3.75184 1.80828 3.46104
H -0.48015 5.59655 5.84963
H -0.35596 2.76530 4.05337
H -3.40773 7.04090 8.30393
H -2.59820 5.82189 6.17890
H -0.12765 4.21997 4.40509
H 0.83044 6.24589 5.45898
H -0.84899 2.75894 6.73921
H -5.09112 4.68080 5.38340
H -0.21708 9.47225 7.00811

Atomic forces in eV per Å
O 0.4 0.5 -0.5
O 0.1 0.0 -0.2
O 0.8 -0.3 0.1
O -0.7 0.2 0.4
O -0.5 -0.1 0.0
O 0.0 -0.1 0.3
O 0.7 -0.3 0.1
O 0.2 -0.4 0.3
O -0.8 -0.6 -0.7
H -0.3 -0.2 -0.7
H 0.3 -0.1 -0.4
H 0.2 0.1 0.2
H 0.7 0.5 -0.3
H -0.3 -0.1 0.1
H -0.1 -0.1 0.4
H -0.2 -0.2 -0.2
H -0.1 -0.3 0.1
H -0.3 -0.3 -0.1
H -0.8 0.2 -0.1
H 0.4 -0.3 0.1
H 0.2 0.2 0.3
H -0.5 0.4 0.4
H 0.5 0.6 0.5
H 0.2 0.2 -0.1
H -0.1 -0.1 0.0
H 0.0 0.3 0.1
H 0.1 0.2 -0.1

---

9 unconnected molecules or ions with the total composition H18O9 in a non-equilibrium geometry, computed with ωB97M-V/def2-TZVPD.

Summary:
SMILES = O.O.O.O.O.O.O.O.O
HOMO level = -9.72 eV
Energy above the lowest of the compared OMol25 structures with the same formula, charge and spin = 225.5 kJ/mol

Atoms and positions in Å:
O 0.84645 2.36349 -1.72791
O 2.03029 0.77897 0.63699
O -2.30927 -0.71680 -2.25992
O 0.98205 -1.87682 -0.21922
O -0.78814 1.08047 -0.15551
O 0.35671 0.65463 2.64951
O -2.11360 0.13718 1.97418
O 0.66791 -0.51042 -2.43102
O -0.89149 -2.08312 1.56709
H 1.50001 -2.64986 -0.46880
H 1.42093 -1.04618 -2.72918
H 0.15853 2.00932 -1.21785
H 2.35292 -0.10111 0.66236
H -2.42685 -0.01269 2.85736
H 0.69390 1.23340 3.30329
H 1.04114 0.38226 -2.33909
H -1.44591 1.00867 0.51273
H 0.57306 2.45532 -2.64703
H -0.08687 0.49646 0.10645
H 0.99122 0.66727 1.96416
H -1.20993 0.44178 2.16207
H -1.46893 -1.27268 1.55458
H -0.07846 -1.87089 1.12522
H -1.75280 -1.31831 -1.72377
H 0.80585 -1.32778 -0.99086
H -2.04756 0.13244 -1.86729
H 2.19883 0.94498 -0.29852

Atomic forces in eV per Å
O 2.8 0.7 -1.8
O 0.2 0.8 -0.9
O 0.6 -0.1 0.8
O 1.1 -0.4 0.7
O 0.3 0.4 -1.4
O -1.5 -0.8 0.9
O -0.6 0.8 -0.3
O 0.8 -0.1 -0.3
O -1.4 0.1 0.6
H -0.2 0.1 -0.1
H -0.3 0.2 -0.3
H -2.3 -0.6 1.3
H 0.4 -1.8 0.6
H -0.7 -0.2 0.6
H 0.3 0.9 1.1
H -0.2 0.2 0.0
H -1.2 0.0 0.7
H -0.3 0.1 0.3
H 0.6 -0.5 0.3
H 1.2 0.2 -1.5
H 0.5 0.1 0.5
H 0.7 -1.3 0.0
H 0.4 0.0 -0.4
H -0.5 0.2 -0.5
H -0.2 0.0 -0.7
H -0.2 -0.2 -0.2
H -0.3 1.0 -0.1

---

9 unconnected molecules or ions with the total composition H18O9, computed with ωB97M-V/def2-TZVPD.

Summary:
SMILES = O.O.O.O.O.O.O.O.O
HOMO level = -10.70 eV
Energy above the lowest of the compared OMol25 structures with the same formula, charge and spin = 173.2 kJ/mol

Atoms and positions in Å:
O -1.28226 -0.39119 -3.31934
O -1.66594 2.16349 -0.65367
O -0.20474 2.25159 1.85116
O -0.26233 -0.55356 0.00981
O 2.29962 -0.02400 1.02827
O 2.36554 2.24280 -0.77848
O -1.30665 -0.13751 3.11197
O 1.58417 -2.74102 0.18886
O -1.90993 -2.98453 -0.71629
H 2.50379 1.61763 -0.05094
H 0.23158 3.10052 1.73572
H 3.09630 2.08863 -1.38411
H -1.07171 -3.18990 -1.13873
H -1.56115 2.54728 -1.53190
H -0.57568 2.04312 0.97865
H -0.76449 0.47284 2.58959
H 0.87542 -2.07153 0.18040
H 2.42843 -0.09690 1.98041
H -1.73615 -2.16256 -0.23833
H 0.53602 -0.01849 0.16248
H -2.60577 2.23383 -0.44783
H -2.11713 -0.09874 -2.93988
H 2.59680 -0.87440 0.66289
H -0.84115 -0.97758 3.05690
H -0.88696 0.04533 -0.42108
H -1.30979 -1.34992 -3.22852
H 1.58415 -3.13524 -0.68801

Atomic forces in eV per Å
O -0.1 0.0 0.1
O -0.2 -0.2 -0.1
O 0.0 -0.2 -0.2
O 0.0 0.2 0.0
O 0.3 -0.1 -0.1
O 0.0 0.0 0.1
O 0.2 0.0 -0.1
O 0.0 0.3 0.1
O -0.1 0.2 -0.1
H 0.0 0.0 -0.1
H 0.0 0.0 0.0
H 0.0 0.0 0.0
H 0.0 0.0 0.1
H 0.1 0.0 0.1
H 0.1 0.3 0.1
H -0.1 0.1 0.2
H 0.0 -0.3 -0.2
H -0.1 0.1 0.0
H 0.1 -0.2 0.0
H -0.1 -0.1 0.2
H 0.1 0.0 0.0
H 0.0 0.0 0.0
H -0.1 0.0 0.1
H -0.1 0.0 0.0
H 0.1 0.0 -0.1
H 0.0 0.0 0.0
H 0.0 0.0 0.0